{"formula": "C7H12N2", "method": "ωB97M-V/def2-TZVPD", "elements": ["N", "N", "C", "C", "C", "C", "C", "C", "C", "H", "H", "H", "H", "H", "H", "H", "H", "H", "H", "H", "H"], "coordinates": [[0.6584, 0.0398, 1.9411], [0.8291, -2.3595, 1.7543], [-0.9596, 2.3060, -0.7438], [-1.0334, 1.6867, -1.9632], [0.9521, -1.2335, 2.3254], [-0.4367, 1.7227, 0.4421], [-0.0641, 0.4370, 0.7530], [0.6897, -2.3995, 0.3219], [-0.6470, 0.2279, -2.0954], [0.1856, -0.1377, -1.3927], [1.1348, -1.4124, 3.4615], [-1.0150, 3.6221, -0.7425], [0.1058, 2.5088, 1.0443], [0.8722, -1.3716, -0.1687], [-0.3178, -2.9284, 0.0525], [-0.0930, 0.2074, -3.0669], [-0.2819, -0.4417, 0.1931], [-1.3711, -0.4774, -1.7842], [0.7219, 0.8065, 2.7516], [-1.3682, 2.3091, -2.9965], [1.4381, -3.1124, -0.0867]], "largest_force_ev_per_a": 4.7, "gap_ha": 0.31434, "e_lumo_ev": 0.67, "smiles": "C/C=C\\C=C\\N/C=N\\C", "de_lowest_kj_mol": 413.4, "homo_ha": -0.290, "charge": 0}

=====

{"formula": "C7H12N2", "method": "ωB97M-V/def2-TZVPD", "elements": ["N", "N", "C", "C", "C", "C", "C", "C", "C", "H", "H", "H", "H", "H", "H", "H", "H", "H", "H", "H", "H"], "coordinates": [[-1.7624, -0.9555, -0.3776], [1.9013, -0.7356, 0.0239], [1.5907, 0.4749, -0.6309], [-0.3023, -1.5086, -0.5925], [-1.5488, 0.2517, 0.5066], [-0.9321, 1.3844, -0.4605], [0.6056, -1.2036, 0.6557], [0.4483, 1.2295, 0.1636], [-0.1275, 0.1203, 1.1421], [0.1769, 0.4019, 2.1834], [2.5843, 0.9953, -0.6015], [-1.4846, 2.3385, -0.3998], [-2.4777, 0.5479, 1.0670], [2.4197, -0.2093, 0.8312], [-1.1759, 1.2231, -1.5310], [-0.4215, -2.5911, -1.1155], [1.2362, 0.2920, -1.7056], [-0.0150, -0.8571, -1.3855], [0.9472, 2.2387, 0.5350], [0.7129, -1.8130, 1.5141], [-2.3753, -1.6244, 0.1777]], "largest_force_ev_per_a": 4.3, "gap_ha": 0.36114, "e_lumo_ev": 0.91, "smiles": "C1N[C@@H]2CN[C@@H]3C[C@H]1[C@H]23", "de_lowest_kj_mol": 275.7, "homo_ha": -0.328, "charge": 0}

=====

{"formula": "C7H12N2", "method": "ωB97M-V/def2-TZVPD", "elements": ["N", "N", "C", "C", "C", "C", "C", "C", "C", "H", "H", "H", "H", "H", "H", "H", "H", "H", "H", "H", "H"], "coordinates": [[-3.2264, 0.9554, 0.0046], [1.8630, -1.1982, -0.3870], [3.2792, 0.8131, 0.2214], [-0.3019, -0.3436, -0.1936], [1.0473, -0.3316, 0.1715], [-3.2399, -0.1539, -0.7785], [2.2692, 0.1499, -0.7496], [-1.1767, -0.3996, 0.7692], [-2.5146, -0.3246, 0.4854], [-2.9622, -0.7238, 1.4440], [3.0411, 0.1295, 1.1888], [-2.7504, -0.1206, -1.8114], [1.0299, 0.0882, 1.2821], [2.4269, -1.8071, 0.5243], [-2.2499, 1.3261, -0.4261], [1.9300, 0.6223, -1.7493], [-0.8806, -0.3196, 1.8354], [-0.4099, -0.4757, -1.3910], [2.8589, 1.8316, 0.6804], [-4.2750, -0.8160, -0.8216], [4.2421, 1.0983, -0.2991]], "largest_force_ev_per_a": 8.1, "gap_ha": 0.33494, "e_lumo_ev": 0.74, "smiles": "C[C@H]1N[C@@H]1/C=C/[C@@H]1CN1", "de_lowest_kj_mol": 712.5, "homo_ha": -0.308, "charge": 0}

=====

{"formula": "C7H12N2O", "method": "ωB97M-V/def2-TZVPD", "elements": ["O", "N", "N", "C", "C", "C", "C", "C", "C", "C", "H", "H", "H", "H", "H", "H", "H", "H", "H", "H", "H", "H"], "coordinates": [[1.2591, 0.3131, -2.8305], [1.4768, 0.2757, -1.6443], [2.4039, 0.6714, -0.9181], [3.4360, 1.3485, -1.5560], [-1.1257, 0.0600, 1.9780], [0.2964, -0.1221, 1.2383], [-1.2098, -0.4326, -0.8884], [-2.1166, -1.0287, 1.4162], [-2.5109, -0.8048, -0.0843], [-0.0698, -0.2060, -0.2704], [-3.0140, -1.0391, 2.0206], [3.7182, 2.2339, -0.9689], [-3.3401, -0.0658, -0.1437], [-1.0254, -0.0926, 3.1145], [-1.4623, 1.0812, 1.7196], [1.0508, 0.5912, 1.6214], [4.2264, 0.6675, -1.7375], [-1.6427, -1.9651, 1.4187], [0.6542, -1.1753, 1.6107], [-1.2094, -0.2413, -1.9879], [3.1291, 1.6765, -2.5141], [-2.9243, -1.7457, -0.5942]], "largest_force_ev_per_a": 4.8, "gap_ha": [0.34473, 0.34470], "e_lumo_ev": [0.48, 0.48], "de_lowest_kj_mol": 562.8, "homo_ha": [-0.327, -0.327], "charge": 0}

=====

{"formula": "C7H12N2O", "method": "ωB97M-V/def2-TZVPD", "elements": ["O", "N", "N", "C", "C", "C", "C", "C", "C", "C", "H", "H", "H", "H", "H", "H", "H", "H", "H", "H", "H", "H"], "coordinates": [[2.8716, -1.0322, 1.2774], [-0.5415, 1.0351, -0.0537], [1.3441, 2.0373, 0.1814], [-1.5612, 0.2027, 0.2091], [-1.9497, -0.6868, -0.8604], [-2.2290, 0.0898, 1.4990], [2.3603, -0.2824, 0.3010], [-0.0502, 2.1631, -0.0605], [1.6294, 0.8013, 0.3684], [2.8326, -0.6256, -1.0682], [-2.1508, 0.9387, 2.1593], [-3.0117, -0.9982, -0.7258], [2.1343, 2.7503, 0.3769], [3.9373, -0.7523, -1.1100], [2.3894, -1.6268, -1.2883], [-3.2048, -0.2908, 1.1042], [-1.3923, -1.6225, -1.0079], [-0.5894, 3.1494, -0.0151], [2.7370, -0.6976, 2.1498], [2.5073, -0.0703, -1.9002], [-1.8657, -0.1642, -1.8302], [-1.7759, -0.7387, 2.0679]], "largest_force_ev_per_a": 5.2, "gap_ha": 0.31221, "e_lumo_ev": -9.78, "de_lowest_kj_mol": 91.5, "homo_ha": -0.672, "charge": 2}

=====

{"formula": "C7H12N2O3", "method": "ωB97M-V/def2-TZVPD", "elements": ["O", "O", "O", "N", "N", "C", "C", "C", "C", "C", "C", "C", "H", "H", "H", "H", "H", "H", "H", "H", "H", "H", "H", "H"], "coordinates": [[-1.7027, -1.6820, -0.1846], [-0.5496, -0.3110, -1.5123], [1.0341, 1.7164, 0.3634], [1.9980, -0.4184, 0.4787], [1.1923, -1.1131, 1.3457], [-2.2849, 0.6254, -0.2252], [1.8899, 0.8998, 0.1457], [3.2672, -0.6522, -0.2258], [-2.9955, 0.6289, 1.0994], [3.2624, 0.8650, -0.5505], [-1.5141, -0.5627, -0.6087], [-3.7930, 0.4428, -0.1343], [-4.4203, 1.2614, -0.4911], [1.7490, -1.6596, 2.0007], [-3.0815, 1.5780, 1.6126], [-4.1722, -0.5518, -0.3369], [4.0849, -1.0156, 0.4213], [3.2439, 1.1149, -1.6190], [0.5193, -1.6869, 0.8383], [-1.8478, 1.5542, -0.5981], [0.0241, -1.0833, -1.5204], [4.0241, 1.4621, -0.0282], [-2.8597, -0.2368, 1.7223], [3.1577, -1.2854, -1.1083]], "largest_force_ev_per_a": 0.8, "gap_ha": 0.36527, "e_lumo_ev": 0.65, "smiles": "O=C(O)C1CC1.NN1CCC1=O", "de_lowest_kj_mol": 198.9, "homo_ha": -0.341, "charge": 0}

=====

Number 1: calculated total energy -383.265763 hartree. Number 2: calculated total energy -383.318215 hartree. Number 3: calculated total energy -383.151845 hartree. Number 4: calculated total energy -458.474521 hartree. Number 5: calculated total energy -457.879370 hartree. Number 6: calculated total energy -609.112453 hartree.